The following is a quantum chemistry calculation of a cluster of 2 separate species, C5H12ClNO in total at a distorted geometry, from the OMol25 dataset.

ORCA input file:
```
! wB97M-V def2-TZVPD RIJCOSX def2/J DEFGRID3
* xyz 0 3
C 0.85 1.74 -0.44
C -0.83 -1.65 -0.39
C -2.17 0.33 0.11
C 0.01 0.58 -0.88
C -0.67 -0.18 0.17
N 2.18 -1.09 0.80
O -0.16 -0.18 1.41
Cl 3.44 0.00 0.27
H 1.93 1.52 -0.18
H 1.18 2.51 -1.14
H 0.52 2.36 0.31
H 0.16 -2.24 -0.46
H -1.48 -2.08 0.31
H -1.10 -1.48 -1.45
H -2.65 -0.14 1.12
H -2.76 0.04 -0.83
H -2.09 1.48 0.26
H 0.01 0.53 -1.96
H 2.71 -1.53 1.56
H 0.93 -0.51 1.43
*
```

Values from the calculation:
Frontier orbital gap (alpha / beta) (Ha): 0.2579 / 0.2469
E (eV): -21432.9094
Largest force on an atom (eV/Å): 5.3
LUMO energy (alpha / beta) (eV): 0.05 / -2.68
<S²>: 2.011